Molecular formula: H4O2
Method: DFT, wB97M-V/def2-TZVPD

```
! RIJCOSX wB97M-V def2-TZVPD def2/J DEFGRID3
* xyz 0 1
H -1.18 0.88 0.43
H -1.92 -0.59 0.31
H 1.90 -0.66 0.23
H 0.41 -0.20 0.16
O -1.26 -0.02 -0.10
O 1.36 0.09 -0.04
*
```

Calculated values
* HOMO level: -10.7 eV
* SMILES: O.O
* HOMO-LUMO gap: 11.334 eV
* E_LUMO: 0.6 eV
* ΔE to the lowest compared entry with this formula, charge and spin: 0.3677 eV

---

Molecular formula: H4O2
Method: DFT, wB97M-V/def2-TZVPD

```
! RIJCOSX wB97M-V def2-TZVPD def2/J DEFGRID3
* xyz 0 1
O -15.41 -17.49 8.39
H -15.17 -17.99 7.60
H -14.98 -17.94 9.12
O -16.23 -14.77 9.45
H -16.24 -15.67 9.10
H -16.10 -14.88 10.40
*
```

Calculated values
* HOMO level: -11.0 eV
* SMILES: O.O
* HOMO-LUMO gap: 11.607 eV
* E_LUMO: 0.6 eV
* ΔE to the lowest compared entry with this formula, charge and spin: 0.0692 eV

---

Which value of HOMO level does entry 1 give? -10.7 eV

---

Which value of E_LUMO does entry 1 give? 0.6 eV

---

Look up the HOMO level of the second one. -11.0 eV